1.
ORCA calculation (ωB97M-V/def2-TZVPD) on a cluster of 10 separate species, C28H43NO29SSi in total.

Properties
E_tot = -109314.979 eV
Total charge = 0
Structure (SMILES) = CS(=O)(=O)[SiH2]N.O=C1OCCO1.O=C1OCCO1.O=C1OCCO1.O=C1OCCO1.O=C1OCCO1.O=C1OCCO1.O=C1OCCO1.O=C1OCCO1.O=C1OCCO1
Orbital gap = 9.187 eV
HOMO level = -0.3406 Eh

```
103
Properties=species:S:1:pos:R:3:lowdin_charge:R:1
C 3.47547 3.69344 -3.67310 -0.193
S 3.39215 3.05680 -5.30359 0.444
O 2.11163 3.46666 -5.86159 -0.418
O 3.69858 1.64359 -5.24205 -0.397
Si 4.96127 4.14910 -6.49630 0.561
N 4.29706 5.61278 -7.08256 -0.137
H 4.43052 3.41973 -3.23339 0.051
H 3.38435 4.77521 -3.73171 0.067
H 2.65208 3.26901 -3.10534 0.050
H 5.31691 3.22754 -7.57143 -0.027
H 6.03808 4.42024 -5.52902 -0.029
H 3.82734 6.16491 -6.37327 0.029
H 3.58489 5.44545 -7.78597 0.033
C 10.00040 0.98521 -7.43314 -0.109
C 8.70669 0.24223 -7.12753 -0.107
O 7.72880 1.27345 -7.29421 0.049
C 8.23402 2.23020 -8.10494 -0.578
O 7.60239 3.12798 -8.55678 0.132
O 9.55039 2.01745 -8.31811 0.061
H 10.75423 0.38772 -7.93639 0.131
H 10.42813 1.45270 -6.54535 0.132
H 8.50232 -0.54933 -7.84952 0.133
H 8.64137 -0.15200 -6.11821 0.132
C -1.24669 1.42261 -3.58760 -0.092
C 0.23220 1.75433 -3.68432 -0.088
O 0.41633 2.60604 -2.53372 0.050
C -0.54677 2.33872 -1.64196 -0.576
O -0.57043 2.74482 -0.51795 0.139
O -1.48957 1.54279 -2.17386 0.058
H -1.50728 0.42045 -3.90884 0.115
H -1.87203 2.15332 -4.10203 0.138
H 0.86548 0.87515 -3.55475 0.126
H 0.53444 2.27982 -4.58513 0.109
C -1.16187 3.64275 3.35760 -0.093
C 0.01319 3.31400 2.45076 -0.099
O 1.02256 2.92293 3.40888 0.069
C 0.41001 2.52279 4.53136 -0.584
O 0.93800 1.98594 5.45920 0.130
O -0.90638 2.79887 4.48933 0.056
H -2.13176 3.39674 2.93757 0.136
H -1.15788 4.67933 3.69582 0.134
H -0.18887 2.47398 1.79170 0.108
H 0.37827 4.14592 1.85875 0.133
C -0.06508 -1.02591 5.85064 -0.089
C 0.59692 -2.06110 6.74865 -0.088
O -0.39941 -2.24139 7.77430 0.072
C -1.59414 -1.88697 7.27569 -0.580
O -2.64657 -2.05000 7.81711 0.137
O -1.45999 -1.30020 6.07735 0.047
H 0.14427 -1.13850 4.79149 0.137
H 0.15621 -0.00644 6.15971 0.110
H 0.75371 -3.01862 6.25109 0.131
H 1.52108 -1.72486 7.20713 0.135
C -5.91230 -0.02372 -2.40241 -0.097
C -5.54514 -0.40432 -0.97464 -0.095
O -4.38155 -1.22107 -1.17799 0.070
C -3.82504 -0.89220 -2.35597 -0.568
O -2.75097 -1.25520 -2.72424 0.134
O -4.63852 -0.08539 -3.06188 0.063
H -6.32190 0.97526 -2.51130 0.134
H -6.57657 -0.75174 -2.86880 0.133
H -5.25724 0.45881 -0.37458 0.136
H -6.30100 -0.98365 -0.45443 0.134
C -1.64738 -3.84120 -4.07516 -0.117
C -2.19100 -5.18675 -3.61712 -0.112
O -1.54435 -6.09641 -4.51141 0.055
C -0.41217 -5.51763 -4.97861 -0.579
O 0.42528 -6.07720 -5.60506 0.166
O -0.37652 -4.21409 -4.62518 0.056
H -1.50861 -3.11958 -3.27740 0.106
H -2.25321 -3.39781 -4.86625 0.134
H -1.88943 -5.42727 -2.59637 0.131
H -3.26730 -5.29334 -3.71478 0.130
C -3.89398 1.05504 6.74353 -0.102
C -5.25228 0.37605 6.80159 -0.104
O -6.11937 1.40054 6.29620 0.058
C -5.39325 2.24778 5.53371 -0.581
O -5.84863 3.09704 4.83863 0.156
O -4.07477 1.98794 5.66960 0.053
H -3.07846 0.38161 6.50515 0.105
H -3.66727 1.61146 7.65411 0.138
H -5.30861 -0.48863 6.13945 0.134
H -5.56888 0.09312 7.80038 0.132
C 2.47080 -0.51111 -1.41836 -0.105
C 3.27680 -0.75548 -0.14932 -0.102
O 4.38639 0.13273 -0.32342 0.068
C 4.02627 1.11790 -1.17202 -0.555
O 4.65861 2.09657 -1.39793 0.161
O 2.82867 0.83724 -1.73687 0.037
H 1.39446 -0.57339 -1.28338 0.131
H 2.78129 -1.15647 -2.24115 0.138
H 2.73439 -0.45733 0.74909 0.131
H 3.64686 -1.77041 -0.04138 0.132
C -4.74600 -4.54654 8.40983 -0.105
C -4.13925 -5.85526 8.89233 -0.111
O -5.04709 -6.82559 8.36016 0.054
C -5.68857 -6.28535 7.29693 -0.580
O -6.37901 -6.88986 6.54439 0.163
O -5.42701 -4.96296 7.21754 0.057
H -4.02088 -3.77848 8.16454 0.097
H -5.48511 -4.15770 9.11230 0.134
H -3.15098 -6.03338 8.46527 0.131
H -4.09728 -5.95999 9.97224 0.130
```

***

2.
ORCA calculation (ωB97M-V/def2-TZVPD) on a structure of composition C3H8N2S2.

Properties
E_tot = -27887.942 eV
Total charge = 0
Orbital gap = 8.576 eV
HOMO level = -0.3058 Eh
Energy relative to the best compared isomer or geometry (same formula, charge and spin) = 86.6 kcal/mol

```
15
Properties=species:S:1:pos:R:3:lowdin_charge:R:1
C 1.54068 -0.24487 -1.13349 -0.419
C 0.91671 1.12117 -0.57065 -0.480
C -1.65064 0.23430 1.09479 -1.270
H -0.04591 -1.50861 -2.00783 0.122
H 0.32521 -1.74305 -0.34970 0.061
H 2.16840 0.06130 -2.03921 0.117
H 2.30192 -0.56696 -0.46366 0.067
H 0.50925 2.02524 -1.54770 0.178
H 1.93536 1.85324 -0.11975 0.131
H -1.23219 -0.29328 2.95214 0.173
H -3.00596 -0.60683 2.41192 0.140
N 0.81054 -1.51767 -1.27186 -0.060
N -2.14818 0.01068 2.26967 -0.041
S 0.10144 0.76414 1.10779 0.770
S -2.52662 0.41121 -0.33247 0.511
```

***

3.
ORCA calculation (ωB97M-V/def2-TZVPD) on the ion C4H11N4 with charge +1.

Properties
E_tot = -10275.137 eV
Total charge = +1
Structure (SMILES) = [H]/N=N/[N+](C)=N\C(C)C
Orbital gap = 8.577 eV
HOMO level = -0.5356 Eh
Energy relative to the best compared isomer or geometry (same formula, charge and spin) = 139.6 kcal/mol

```
19
Properties=species:S:1:pos:R:3:lowdin_charge:R:1
C -0.09055 -1.88463 -1.47548 -0.031
C 1.70797 0.00048 -1.31007 0.010
C -1.59526 1.84329 0.85370 0.000
C 0.56732 -0.81539 -0.52849 -0.393
N -0.24253 0.78185 3.01870 0.142
N -0.29181 0.22398 -0.31590 0.186
N 0.01603 0.25939 1.97835 0.037
N -0.70244 0.72991 0.79664 -0.111
H -0.86563 -2.50747 -1.02715 0.076
H -0.61238 -1.51612 -2.36468 0.081
H 0.56197 -2.67058 -2.02882 0.129
H 2.12364 0.92452 -0.87581 0.093
H 1.32987 0.08260 -2.36822 0.105
H 2.45789 -0.79515 -1.43975 0.096
H -1.12878 2.78851 0.71749 0.093
H -1.90672 1.91820 1.95543 0.107
H -2.50100 1.52902 0.23744 0.139
H 0.94861 -1.32076 0.26644 0.092
H 0.22379 0.42836 3.91018 0.149
```

***

4.
ORCA calculation (ωB97M-V/def2-TZVPD) on a cluster of 2 separate species, C2H10N2O in total.

Properties
E_tot = -7263.595 eV
Total charge = 0
Structure (SMILES) = NCCN.O
Orbital gap = 9.959 eV
HOMO level = -0.3299 Eh
Energy relative to the best compared isomer or geometry (same formula, charge and spin) = 7.6 kcal/mol

```
15
Properties=species:S:1:pos:R:3:lowdin_charge:R:1
C 0.73863 -0.09207 -0.37990 -0.291
C -0.36268 0.77137 -1.01599 -0.290
N -1.67788 0.20209 -0.77444 -0.008
N 0.75632 -1.50157 -0.81397 -0.014
H 1.69422 0.39948 -0.55462 0.107
H 0.58315 -0.09298 0.69175 0.062
H -0.25543 1.76613 -0.56064 0.105
H -0.12860 0.82944 -2.07480 0.105
H -2.31328 0.32415 -1.55115 0.064
H -2.06847 0.53483 0.09438 0.069
H 1.31964 -1.57553 -1.65726 0.053
H -0.18786 -1.70354 -1.13916 0.044
H 1.06656 -0.31206 2.69528 0.022
H 0.13045 0.02249 3.84876 0.036
O 0.70524 0.42778 3.19177 -0.063
```

***

5.
ORCA calculation (ωB97M-V/def2-TZVPD) on a structure of composition C38H56BrN3O22P.

Properties
E_tot = -169157.488 eV
Total charge = +1
Orbital gap = 8.440 eV
HOMO level = -0.4445 Eh

```
121
Properties=species:S:1:pos:R:3:lowdin_charge:R:1
C 1.45322 -3.74276 0.24982 -0.213
P 1.25521 -4.56313 -1.34958 0.900
O 2.80806 -4.65793 -1.82455 -0.263
N 0.61571 -3.27185 -2.37342 -0.138
C 0.27056 -1.93596 -1.84578 -0.196
C -1.26112 -1.95366 -1.59662 -0.600
Br -1.69682 -1.17072 0.07865 0.892
N -1.56497 -3.40880 -1.78813 0.054
C -2.93991 -3.85711 -1.71426 -0.205
C -3.71728 -4.16862 -2.82234 -0.008
C -5.01790 -4.60655 -2.64579 -0.054
C -5.54264 -4.72048 -1.37373 -0.051
C -4.77277 -4.38648 -0.26649 -0.053
C -3.46680 -3.95937 -0.43903 -0.057
C -0.65000 -3.84665 -2.64092 -0.416
N -0.87322 -4.67501 -3.69223 0.179
H 1.63288 -4.53760 0.97703 0.058
H 2.30855 -3.06408 0.26082 0.027
H 0.54382 -3.21658 0.54355 0.027
H 2.99882 -5.53576 -2.17595 0.059
H 0.86952 -1.64997 -0.98581 0.073
H 0.45774 -1.15986 -2.58594 0.116
H -1.70916 -1.42924 -2.43539 0.111
H -3.33444 -4.07506 -3.82794 0.104
H -5.62851 -4.85713 -3.50329 0.096
H -6.56094 -5.06106 -1.22875 0.117
H -5.16623 -4.45249 0.73962 0.113
H -2.86026 -3.70451 0.41783 0.078
H -0.60303 -5.64255 -3.70938 0.114
H -1.26223 -4.27753 -4.53074 0.125
C -0.15085 4.64120 -0.18735 0.000
C -0.31948 3.14449 -0.21825 -0.287
C 0.97188 2.36021 -0.27856 -0.062
O 0.57042 1.17533 -1.00340 0.027
C -0.47813 1.50420 -1.77624 -0.600
O -0.91083 0.79596 -2.64293 0.113
O -0.96990 2.70272 -1.44979 0.069
H -1.09057 5.14393 0.03378 0.086
H 0.57491 4.91076 0.58002 0.098
H 0.19159 5.00661 -1.15551 0.099
H -0.94172 2.80629 0.61295 0.146
H 1.36537 2.09479 0.69720 0.121
H 1.74191 2.87245 -0.85859 0.149
C -3.88983 -10.26102 -2.62809 -0.021
C -4.98706 -9.74522 -3.52450 -0.318
C -4.72133 -9.88118 -5.01119 -0.085
O -5.44053 -8.76592 -5.55362 0.075
C -5.51820 -7.81808 -4.59886 -0.561
O -5.87898 -6.69894 -4.78365 0.149
O -5.13377 -8.31295 -3.40186 0.078
H -4.21773 -10.29988 -1.59067 0.087
H -3.59506 -11.26572 -2.93113 0.094
H -3.02197 -9.60285 -2.67795 0.090
H -5.94636 -10.19639 -3.26129 0.160
H -5.09165 -10.80755 -5.44034 0.142
H -3.66189 -9.76424 -5.25239 0.139
C -2.89766 4.14723 5.33136 -0.019
C -2.34705 3.48619 4.09562 -0.300
C -2.21345 1.97750 4.16998 -0.083
O -1.09133 1.72218 3.30691 0.047
C -0.32404 2.83903 3.29619 -0.579
O 0.77378 2.88471 2.83336 0.149
O -0.97033 3.86961 3.85723 0.096
H -3.13856 5.18720 5.13948 0.079
H -3.80530 3.64045 5.66243 0.103
H -2.16706 4.12743 6.13660 0.090
H -2.92360 3.77405 3.21244 0.159
H -3.09148 1.44825 3.80985 0.137
H -1.96280 1.63080 5.17463 0.141
C -2.79361 4.19573 -3.50661 -0.016
C -3.48513 5.37612 -2.87252 -0.321
C -4.06365 6.39412 -3.83560 -0.090
O -3.96633 7.61296 -3.08937 0.068
C -2.94665 7.48373 -2.20893 -0.564
O -2.46746 8.36853 -1.58264 0.173
O -2.54601 6.18891 -2.14309 0.062
H -2.57070 3.44183 -2.75780 0.059
H -3.42397 3.74856 -4.27656 0.095
H -1.84895 4.50492 -3.95523 0.100
H -4.24916 5.04116 -2.16519 0.158
H -5.09887 6.20318 -4.10451 0.138
H -3.46107 6.48954 -4.74217 0.140
C 5.23171 -2.72941 0.16187 -0.007
C 4.58515 -1.55446 0.85429 -0.321
C 3.99380 -0.51525 -0.07764 -0.083
O 4.12333 0.69192 0.68331 0.061
C 5.17286 0.53370 1.52856 -0.565
O 5.70476 1.40936 2.12643 0.165
O 5.55276 -0.76363 1.56584 0.085
H 5.47250 -3.51745 0.87540 0.092
H 4.56285 -3.14385 -0.59486 0.071
H 6.15629 -2.41692 -0.32014 0.066
H 3.83894 -1.88958 1.58299 0.149
H 2.94564 -0.68799 -0.31729 0.116
H 4.56933 -0.41665 -1.00105 0.140
C 8.50208 1.22096 0.21705 -0.013
C 8.71628 -0.00286 -0.63357 -0.306
C 9.32089 0.23464 -2.00297 -0.078
O 8.73692 -0.82114 -2.78432 0.075
C 7.55727 -1.14980 -2.21870 -0.573
O 6.72294 -1.83618 -2.71802 0.154
O 7.44478 -0.58795 -0.99563 0.050
H 8.22184 0.93228 1.22869 0.083
H 9.39825 1.83885 0.27158 0.095
H 7.68334 1.81659 -0.18768 0.097
H 9.28486 -0.76102 -0.08965 0.162
H 10.40411 0.15945 -2.02210 0.140
H 9.01198 1.19183 -2.42920 0.141
C 1.06114 7.89250 8.69364 -0.019
C 0.19789 6.85630 8.01892 -0.321
C 0.29486 6.82636 6.50772 -0.082
O -1.01067 6.37297 6.12111 0.033
C -1.87644 6.73761 7.10397 -0.567
O -3.06065 6.70283 7.00900 0.160
O -1.20222 7.14809 8.19723 0.091
H 1.08193 7.74215 9.77164 0.087
H 2.08359 7.83449 8.31962 0.092
H 0.66648 8.89070 8.50509 0.096
H 0.38423 5.86402 8.43820 0.157
H 1.05025 6.14196 6.13087 0.141
H 0.45839 7.82018 6.08494 0.142
```

***

> The highest HOMO level belongs to which entry?

C3H8N2S2

***

Repeat the second record exactly.
ORCA calculation (ωB97M-V/def2-TZVPD) on a structure of composition C3H8N2S2.

Properties
E_tot = -27887.942 eV
Total charge = 0
Orbital gap = 8.576 eV
HOMO level = -0.3058 Eh
Energy relative to the best compared isomer or geometry (same formula, charge and spin) = 86.6 kcal/mol

```
15
Properties=species:S:1:pos:R:3:lowdin_charge:R:1
C 1.54068 -0.24487 -1.13349 -0.419
C 0.91671 1.12117 -0.57065 -0.480
C -1.65064 0.23430 1.09479 -1.270
H -0.04591 -1.50861 -2.00783 0.122
H 0.32521 -1.74305 -0.34970 0.061
H 2.16840 0.06130 -2.03921 0.117
H 2.30192 -0.56696 -0.46366 0.067
H 0.50925 2.02524 -1.54770 0.178
H 1.93536 1.85324 -0.11975 0.131
H -1.23219 -0.29328 2.95214 0.173
H -3.00596 -0.60683 2.41192 0.140
N 0.81054 -1.51767 -1.27186 -0.060
N -2.14818 0.01068 2.26967 -0.041
S 0.10144 0.76414 1.10779 0.770
S -2.52662 0.41121 -0.33247 0.511
```

***

Please write out number 3 again, unchanged.
ORCA calculation (ωB97M-V/def2-TZVPD) on the ion C4H11N4 with charge +1.

Properties
E_tot = -10275.137 eV
Total charge = +1
Structure (SMILES) = [H]/N=N/[N+](C)=N\C(C)C
Orbital gap = 8.577 eV
HOMO level = -0.5356 Eh
Energy relative to the best compared isomer or geometry (same formula, charge and spin) = 139.6 kcal/mol

```
19
Properties=species:S:1:pos:R:3:lowdin_charge:R:1
C -0.09055 -1.88463 -1.47548 -0.031
C 1.70797 0.00048 -1.31007 0.010
C -1.59526 1.84329 0.85370 0.000
C 0.56732 -0.81539 -0.52849 -0.393
N -0.24253 0.78185 3.01870 0.142
N -0.29181 0.22398 -0.31590 0.186
N 0.01603 0.25939 1.97835 0.037
N -0.70244 0.72991 0.79664 -0.111
H -0.86563 -2.50747 -1.02715 0.076
H -0.61238 -1.51612 -2.36468 0.081
H 0.56197 -2.67058 -2.02882 0.129
H 2.12364 0.92452 -0.87581 0.093
H 1.32987 0.08260 -2.36822 0.105
H 2.45789 -0.79515 -1.43975 0.096
H -1.12878 2.78851 0.71749 0.093
H -1.90672 1.91820 1.95543 0.107
H -2.50100 1.52902 0.23744 0.139
H 0.94861 -1.32076 0.26644 0.092
H 0.22379 0.42836 3.91018 0.149
```